# 1
{"formula": "C2H7NO", "method": "ωB97M-V/def2-TZVPD", "e_homo_ha": [-0.57282, -0.57266], "s_squared": 0.765, "orbital_gap_ev": [10.967, 7.284], "max_force_ha_per_bohr": 0.04819, "spin_multiplicity": 2, "relative_energy_kj_mol": 69.7, "lumo_ha": [-0.16977, -0.30496], "total_charge": 1, "symbols": ["O", "H", "C", "C", "N", "H", "H", "H", "H", "H", "H"], "xyz": [[1.7285, -2.0177, 0.1016], [2.4886, -1.6735, 0.5765], [-0.4922, 0.8573, -0.3970], [-0.8105, 1.4792, 0.7823], [-0.6417, -0.4483, -0.6312], [0.0990, 1.3944, -1.1420], [-1.2761, 0.8811, 1.5635], [-0.9896, 2.5523, 0.7459], [-1.2939, -0.9450, -0.0377], [1.2624, -1.2383, -0.1879], [-0.0744, -0.8417, -1.3741]], "lowdin_charge": [-0.03, 0.06, -0.12, 0.21, 0.22, 0.16, 0.11, 0.11, 0.16, -0.03, 0.15]}



# 2
{"formula": "C36H32N3O6PS3Ta", "method": "ωB97M-V/def2-TZVPD", "e_homo_ha": [-0.24016, -0.28153], "s_squared": 0.772, "orbital_gap_ev": [5.823, 6.785], "max_force_ha_per_bohr": 0.05020, "spin_multiplicity": 2, "relative_energy_kj_mol": 119.8, "lumo_ha": [-0.02616, -0.03218], "symbols": ["Ta", "O", "C", "C", "C", "C", "C", "C", "C", "O", "N", "O", "O", "H", "H", "H", "H", "C", "C", "C", "C", "C", "C", "C", "C", "C", "C", "C", "C", "C", "C", "C", "N", "H", "H", "H", "H", "H", "H", "H", "H", "H", "H", "C", "C", "C", "C", "C", "C", "C", "C", "C", "S", "C", "N", "H", "H", "H", "H", "H", "H", "H", "H", "C", "C", "O", "P", "S", "S", "O", "C", "C", "H", "H", "H", "H", "H", "H", "H", "H", "H", "H"], "xyz": [[0.0036, 0.1556, -0.1377], [-0.1510, -0.4217, -1.9318], [-0.2925, 0.0289, -3.1152], [-0.2529, 1.3996, -3.4424], [-0.2976, 1.7825, -4.7906], [-0.1769, 3.1011, -5.1438], [-0.0099, 4.0954, -4.1621], [0.0111, 3.7524, -2.8416], [-0.1185, 2.4025, -2.4196], [-0.1181, 2.1435, -1.1621], [-0.2043, 3.4730, -6.5436], [-0.3759, 2.5919, -7.3704], [-0.0654, 4.6512, -6.8247], [-0.4141, -0.6943, -3.9197], [-0.4176, 1.0372, -5.5661], [0.1021, 5.1225, -4.4768], [0.1253, 4.4986, -2.0667], [4.4812, 0.9499, -0.5206], [4.6898, 2.0645, 0.2747], [3.6116, 2.6605, 0.9027], [2.3159, 2.1613, 0.7399], [2.0958, 1.0109, -0.0289], [3.1991, 0.4343, -0.6525], [1.1744, 2.8166, 1.3996], [1.3059, 4.1274, 1.9265], [0.2567, 4.7283, 2.5447], [-0.9627, 4.0335, 2.6792], [-2.0871, 4.5913, 3.3228], [-3.2485, 3.8804, 3.4333], [-3.3139, 2.5730, 2.9185], [-2.2358, 2.0119, 2.2929], [-1.0357, 2.7317, 2.1234], [0.0262, 2.1616, 1.4780], [5.3124, 0.4708, -1.0236], [5.6855, 2.4676, 0.4081], [3.8037, 3.5049, 1.5502], [3.0711, -0.4559, -1.2492], [2.2336, 4.6637, 1.8118], [0.3453, 5.7303, 2.9477], [-2.0055, 5.5910, 3.7326], [-4.1130, 4.3132, 3.9193], [-4.2306, 2.0046, 3.0130], [-2.2979, 1.0103, 1.9046], [1.9252, -2.2349, -2.6667], [2.0425, -2.8506, -1.3024], [2.6239, -4.1403, -1.2419], [2.7515, -4.7655, -0.0436], [2.2933, -4.1214, 1.1247], [2.3964, -4.7403, 2.3859], [1.9194, -4.1059, 3.4979], [1.3306, -2.8419, 3.3765], [1.2240, -2.2022, 2.1593], [0.5349, -0.5991, 2.1644], [1.7081, -2.8345, 0.9841], [1.6056, -2.2226, -0.2325], [2.7437, -2.5718, -3.3013], [1.9239, -1.1523, -2.6445], [0.9878, -2.5715, -3.1184], [2.9719, -4.6048, -2.1544], [3.1954, -5.7505, 0.0387], [2.8550, -5.7193, 2.4523], [1.9865, -4.5733, 4.4717], [0.9485, -2.3366, 4.2546], [-6.3388, -2.9327, 0.1115], [-4.8421, -3.1112, -0.0199], [-4.2672, -1.8756, -0.4708], [-2.9440, -1.2970, 0.1966], [-2.6983, 0.4874, -0.6661], [-1.4149, -2.5580, 0.1112], [-3.4588, -1.0974, 1.7125], [-2.8146, -1.4659, 2.9409], [-3.9027, -1.6468, 3.9798], [-6.8037, -3.8864, 0.3626], [-6.7556, -2.5747, -0.8297], [-6.5677, -2.2068, 0.8915], [-4.6014, -3.8787, -0.7564], [-4.3987, -3.3993, 0.9360], [-2.1318, -0.6762, 3.2430], [-2.2306, -2.3743, 2.7857], [-4.5135, -0.7442, 4.0185], [-3.4568, -1.8118, 4.9607], [-4.5448, -2.4927, 3.7317]], "lowdin_charge": [1.44, -0.36, -0.16, -0.12, 0.06, -0.15, 0.01, 0.02, -0.32, -0.20, -0.36, 0.06, 0.07, 0.14, 0.13, 0.12, 0.12, -0.08, -0.08, -0.04, -0.21, -0.22, -0.11, -0.22, 0.01, 0.01, -0.15, -0.03, -0.07, -0.05, -0.05, -0.19, 0.03, 0.10, 0.10, 0.10, 0.06, 0.10, 0.12, 0.11, 0.10, 0.11, 0.01, -0.03, -0.31, -0.01, 0.00, -0.15, -0.04, -0.07, -0.11, -0.59, 0.65, -0.26, 0.07, 0.09, 0.05, 0.10, 0.11, 0.12, 0.11, 0.11, 0.10, -0.07, -0.29, -0.34, -0.12, 0.42, 0.38, -0.35, -0.32, -0.06, 0.08, 0.08, 0.08, 0.12, 0.10, 0.07, 0.08, 0.07, 0.08, 0.07]}



# 3
{"formula": "C7H14N5", "method": "ωB97M-V/def2-TZVPD", "e_homo_ha": [-0.43221, -0.44244], "orbital_gap_ev": [6.390, 6.962], "max_force_ha_per_bohr": 0.07352, "relative_energy_kj_mol": 636.8, "lumo_ha": [-0.19736, -0.18658], "total_charge": 1, "symbols": ["C", "C", "C", "C", "C", "C", "C", "N", "N", "N", "N", "N", "H", "H", "H", "H", "H", "H", "H", "H", "H", "H", "H", "H", "H", "H"], "xyz": [[1.8683, 0.1759, -0.9386], [1.8543, 1.4897, -0.8247], [1.6391, -0.8369, 0.1930], [-1.0129, 0.4007, -0.5074], [2.8843, -1.5193, 0.6946], [-1.0993, 2.3377, 1.1181], [-1.4499, -2.2828, -0.2528], [0.4900, -1.3445, 0.4339], [0.8869, 2.0354, -0.2216], [-0.3532, 1.4827, 0.1620], [-2.3459, 0.5571, -0.8291], [-0.8010, -1.0982, 0.3156], [2.3107, -0.4331, -1.6606], [-0.4821, 0.0175, -1.3997], [3.0384, -1.0705, 1.6141], [3.6692, -1.2045, 0.0034], [2.5453, -2.5037, 0.6640], [-2.0708, 1.6929, 1.4255], [-0.5338, 2.3490, 2.0145], [-1.4838, 3.2987, 0.6958], [-0.8537, -2.7004, -1.1114], [-1.5816, -2.8851, 0.6618], [-2.4323, -1.9254, -0.5877], [1.0292, 2.9612, 0.0710], [-3.0313, 1.0462, -0.2228], [-2.6839, -0.0403, -1.5109]], "lowdin_charge": [0.01, 0.02, -0.28, -0.28, 0.02, 0.00, -0.04, 0.09, 0.06, -0.08, 0.11, -0.10, 0.10, 0.16, 0.07, 0.10, 0.08, 0.14, 0.08, 0.11, 0.11, 0.11, 0.07, 0.15, 0.12, 0.07]}